1.
Entry from the Open Molecules 2025 dataset: a cluster of 14 separate species, C4H36N2O15 in total (ωB97M-V with the def2-TZVPD basis set).

Positions of all 57 atoms, in Å:
H  2.756  -0.235  -2.881
H  1.174  -2.754  -3.500
O  2.983  0.521  -2.440
O  2.259  -2.485  -0.439
O  0.185  -3.635  0.760
H  -3.706  -1.188  2.265
N  -3.124  0.815  -2.407
O  2.057  2.975  2.505
O  -0.480  3.053  1.700
H  -0.595  -2.257  3.349
H  2.568  3.504  1.910
O  0.701  -1.013  2.899
H  2.873  0.249  1.681
H  2.389  -1.613  -0.164
H  0.345  0.452  -1.880
O  -1.268  -2.855  2.865
H  -2.056  1.028  -0.042
H  2.658  1.383  2.733
O  -2.993  -1.241  1.744
H  2.420  1.181  -2.800
H  -0.856  2.224  1.987
H  0.205  -4.612  0.583
H  0.973  -3.262  0.375
H  -3.416  -1.472  0.078
H  0.370  -1.706  -2.632
H  -0.803  -3.168  2.090
N  -0.540  -0.948  -0.563
H  1.228  1.987  -0.028
H  -2.509  -1.756  -1.170
O  1.285  -1.983  -2.880
H  -3.564  0.836  -3.291
H  2.576  0.302  -0.875
H  0.219  -1.542  -0.454
H  0.636  0.765  1.222
H  1.526  -0.455  3.105
H  0.251  2.230  -3.221
H  -1.081  -1.009  0.284
C  -1.300  1.361  -0.820
H  1.417  3.199  -3.492
O  -3.421  -1.571  -0.868
H  1.104  3.041  2.261
H  2.034  -2.357  -1.397
O  -1.337  0.686  2.604
C  0.953  0.914  0.187
O  2.866  0.419  2.621
H  -2.007  0.114  2.286
H  0.893  -1.419  2.106
C  -1.925  1.453  -2.186
O  2.143  0.165  0.042
H  -3.449  0.154  -1.815
H  -0.922  3.647  2.254
H  -2.416  -1.917  2.132
H  -0.984  2.409  -0.548
O  -1.436  2.138  -3.086
C  -0.098  0.419  -0.839
O  1.230  2.310  -3.350
H  -0.572  0.195  2.803

Calculated values
Largest force on an atom   0.1036 Eh/bohr
HOMO level   -9.79 eV
Relative energy (zero: lowest compared OMol25 entry of this formula, charge and spin)   141.5 kJ/mol
Net charge   0
LUMO energy   0.02 eV
Gap between HOMO and LUMO   9.80 eV

Just the Mulliken charges please, in e? Sure, here they are: H 0.2938; H 0.2819; O -0.6803; O -0.8633; O -0.6685; H 0.2753; N -0.2533; O -0.7454; O -0.7042; H 0.4066; H 0.3079; O -0.8017; H 0.3127; H 0.3520; H 0.0196; O -0.8502; H 0.1862; H 0.4669; O -0.7597; H 0.3727; H 0.4000; H 0.2647; H 0.3000; H 0.4067; H 0.3085; H 0.4218; N 0.4332; H 0.3840; H 0.2689; O -0.6461; H 0.2636; H 0.3661; H -0.5377; H -0.8150; H 0.3805; H 0.3858; H 0.1094; C -0.0677; H 0.2643; O -0.8354; H 0.4183; H 0.4421; O -0.7404; C -0.2271; O -0.8829; H 0.2786; H 0.3609; C -0.0938; O -0.1371; H 0.2099; H 0.3573; H 0.3903; H 0.3381; O -0.7876; C 1.3349; O -0.6570; H 0.3909

2.
Entry from the Open Molecules 2025 dataset: a cluster of 14 separate species, C4H36NO16 in total (ωB97M-V with the def2-TZVPD basis set).

Positions of all 57 atoms, in Å:
H  -0.746  1.919  1.533
H  -1.178  4.580  1.538
H  1.292  -3.536  3.385
H  -2.231  4.239  0.472
H  1.686  1.783  2.689
H  1.468  -3.561  -2.096
O  -1.257  0.586  -2.563
C  -1.054  0.053  -0.264
H  0.914  -4.290  -0.186
O  -2.831  0.944  2.629
O  -0.909  -1.298  2.842
O  2.989  -0.126  -3.032
H  -1.614  -1.800  -1.242
O  1.431  -3.738  2.455
H  -1.265  -2.014  3.390
H  3.336  -2.103  2.714
O  0.106  1.686  1.142
O  1.690  -2.641  -2.246
H  -3.572  0.125  -1.537
H  1.822  3.044  -3.283
N  -0.768  -1.262  -0.916
H  3.056  1.639  3.442
H  0.976  4.729  0.559
O  -3.408  -0.791  -1.293
H  -0.276  -1.869  -0.251
H  0.117  -0.323  1.450
H  0.443  3.398  -0.092
H  -0.005  -1.470  3.055
H  2.326  3.328  -1.739
C  -1.284  1.137  -1.284
H  3.427  -0.821  1.821
H  -3.350  -2.866  -1.863
O  -2.786  -3.208  -1.170
O  0.894  4.235  -0.256
H  1.851  -2.935  2.096
O  0.089  -3.807  -0.105
O  2.239  2.731  -2.486
H  -0.111  -1.160  -1.685
O  2.414  1.188  2.892
O  -1.592  3.854  1.069
H  2.144  1.219  -0.054
H  -2.189  -3.814  -1.631
H  1.918  -0.519  -0.489
H  -0.391  -4.117  0.669
H  3.334  0.693  -2.654
H  2.215  0.179  -3.516
C  1.431  0.423  -0.271
O  2.830  -1.410  2.288
H  1.156  0.857  -1.241
C  0.208  0.372  0.610
H  -2.097  0.352  2.813
O  -1.544  2.297  -1.199
H  -1.028  1.238  -3.223
H  -1.919  0.024  0.391
H  -4.039  -0.969  -0.585
H  2.266  -2.553  -3.003
H  -3.506  0.812  3.296

Calculated values
Largest force on an atom   0.0531 Eh/bohr
HOMO level   -13.12 eV
Relative energy (zero: lowest compared OMol25 entry of this formula, charge and spin)   0.0 kJ/mol
Net charge   +1
LUMO energy   -2.45 eV
Gap between HOMO and LUMO   10.67 eV

Just the Mulliken charges please, in e? Sure, here they are: H 0.3138; H 0.2655; H 0.2917; H 0.2541; H 0.2554; H 0.2374; O -0.5295; C 0.3202; H 0.2264; O -0.5876; O -0.5873; O -0.5849; H 0.3540; O -0.6249; H 0.2859; H 0.2817; O -0.5011; O -0.5197; H 0.2917; H 0.2687; N 0.2334; H 0.2703; H 0.2627; O -0.5832; H 0.1583; H -0.8706; H 0.3980; H 0.1148; H 0.2531; C -0.2380; H 0.2597; H 0.3311; O -0.7032; O -0.7227; H 0.4227; O -0.5259; O -0.5636; H 0.3655; O -0.5622; O -0.4985; H 0.6254; H 0.3147; H 0.2022; H 0.2366; H 0.2772; H 0.2951; C -1.4325; O -0.6464; H 0.4838; C 1.2782; H 0.2814; O -0.4752; H 0.4027; H 0.7764; H 0.3042; H 0.2621; H 0.3008

3.
Entry from the Open Molecules 2025 dataset: a cluster of 14 separate species, C4H37N2O14 in total (ωB97M-V with the def2-TZVPD basis set).

Positions of all 57 atoms, in Å:
H  1.938  -2.541  0.275
H  1.869  1.236  4.666
O  -0.704  -3.710  0.380
H  0.306  1.227  -4.523
C  1.644  3.308  -1.434
N  2.534  2.603  -0.535
H  1.609  4.382  -1.237
H  -3.587  0.123  -0.040
O  0.682  1.309  -3.628
H  -0.024  0.926  -3.077
O  1.620  1.239  3.740
O  1.221  2.775  1.632
H  -2.200  -0.203  -0.523
H  -1.586  -3.977  0.615
H  0.999  -2.662  -1.074
H  -1.669  -0.624  -2.373
H  0.289  2.735  1.450
H  1.829  3.025  -2.494
H  -0.191  -0.950  2.735
H  1.250  0.355  3.567
H  3.079  -2.037  -3.549
H  -2.294  2.768  -0.852
H  2.415  -1.490  -1.179
H  1.073  -4.240  3.018
O  -1.368  0.285  -2.168
O  0.098  1.307  0.032
H  -2.139  0.903  -2.229
O  -2.940  -0.585  -0.005
H  -0.254  -3.827  1.233
H  -0.242  -1.169  0.084
H  -2.248  -3.126  -2.808
H  2.365  2.985  0.506
H  2.624  -0.593  -3.661
H  -2.781  -1.506  3.275
H  0.574  3.054  -1.477
H  -0.031  -1.467  4.164
O  -1.821  -2.353  -2.445
C  1.605  -1.892  -0.566
H  2.513  0.650  -1.633
H  -3.004  1.018  1.632
H  -2.164  -2.192  -1.543
O  3.434  -1.152  -3.529
N  0.704  -0.831  -0.073
C  0.949  0.473  -0.183
H  3.288  0.561  -0.171
O  -2.924  2.255  -1.360
C  2.387  1.002  -0.523
H  1.356  2.329  2.507
H  3.531  2.686  -0.752
H  -3.783  2.485  -1.014
H  -2.638  -1.225  1.699
H  0.116  -3.062  3.191
O  0.154  -3.990  2.933
H  -4.043  2.065  2.045
O  -2.282  -1.013  2.629
O  -3.628  1.642  1.274
O  0.490  -1.295  3.376

Calculated values
Largest force on an atom   0.0750 Eh/bohr
HOMO level   -12.51 eV
Relative energy (zero: lowest compared OMol25 entry of this formula, charge and spin)   257.0 kJ/mol
Net charge   +1
LUMO energy   -2.33 eV
Gap between HOMO and LUMO   10.19 eV

Just the Mulliken charges please, in e? Sure, here they are: H 0.2647; H 0.2894; O -0.5350; H 0.2781; C -0.7577; N -0.0902; H 0.3981; H 0.2831; O -0.5960; H 0.3934; O -0.6422; O -0.6305; H 0.3391; H 0.2669; H 0.3088; H 0.4841; H 0.2301; H 0.3588; H 0.3954; H 0.4656; H 0.3195; H 0.2736; H 0.4906; H 0.3094; O -0.8078; O -0.2725; H 0.2829; O -0.6611; H 0.3064; H 0.1042; H 0.3107; H 0.4686; H 0.3413; H 0.2586; H 0.1052; H 0.3326; O -0.6814; C -1.2476; H 0.3070; H 0.2821; H 0.2701; O -0.6456; N 0.5057; C 0.6465; H 0.5299; O -0.6609; C -1.2637; H 0.4031; H 0.3993; H 0.2691; H 0.3573; H 0.5399; O -0.7054; H 0.2595; O -0.6173; O -0.5827; O -1.0312

4.
Entry from the Open Molecules 2025 dataset: a cluster of 14 separate species, C4H37N2O14S in total (ωB97M-V with the def2-TZVPD basis set).

Positions of all 58 atoms, in Å:
H  -1.441  -2.078  1.961
O  1.420  -0.891  0.793
O  -1.955  -2.555  1.289
H  -2.345  3.341  -1.664
H  -0.013  -5.216  -1.096
O  -0.907  5.446  -0.953
O  -2.464  3.840  -2.485
H  0.167  -1.346  -2.416
H  0.885  0.218  3.635
H  0.882  -2.349  2.103
H  -1.726  1.068  -1.851
H  1.677  -1.644  -0.998
H  0.507  -1.826  3.496
H  2.156  -5.148  -1.558
H  0.036  0.708  -0.513
H  -3.506  1.824  -3.261
H  2.888  -3.856  -1.357
H  2.895  -1.615  1.298
H  -0.735  0.874  2.258
H  -0.957  -0.205  5.693
O  2.527  3.374  -1.217
H  -1.962  -1.886  0.587
H  -1.700  -1.389  5.054
O  0.191  0.649  2.343
H  1.809  -0.420  4.913
N  -2.140  -0.889  -1.373
H  1.968  2.592  -1.107
C  -0.022  -0.275  -2.293
O  -1.831  -0.579  5.553
H  -1.824  -1.833  -1.538
O  1.149  2.784  1.251
H  2.858  3.422  -0.310
C  -2.017  -0.040  -3.710
H  -0.998  4.566  -0.520
H  1.077  2.272  0.441
O  2.928  -4.666  -1.872
H  3.825  -2.738  1.213
H  2.725  -0.253  -0.659
H  -0.699  3.723  1.250
O  -1.304  3.305  0.635
H  -1.844  4.566  -2.222
O  3.879  -1.774  1.232
O  0.426  -2.618  2.906
H  -1.122  2.367  0.622
O  0.439  -4.394  -0.905
H  -2.305  -1.089  -3.806
H  -1.239  0.247  -4.412
H  -3.142  -0.892  -1.494
H  0.921  -0.261  1.437
H  0.131  -3.929  -0.121
C  -1.482  0.089  -2.261
C  1.705  -0.641  -0.565
N  0.714  0.270  -1.111
H  -0.026  5.297  -1.330
O  1.067  -0.511  4.322
H  0.486  0.221  -3.130
S  -3.625  0.753  -4.043
H  0.988  1.992  1.870

Calculated values
Largest force on an atom   0.0529 Eh/bohr
HOMO level   -6.88 eV
Relative energy (zero: lowest compared OMol25 entry of this formula, charge and spin)   38.1 kJ/mol
Net charge   -1
LUMO energy   2.35 eV
Gap between HOMO and LUMO   9.23 eV

Just the Mulliken charges please, in e? Sure, here they are: H 0.3277; O -0.5575; O -0.7045; H 0.2258; H 0.2631; O -0.7264; O -0.6907; H 0.3760; H 0.4240; H 0.3200; H -0.3047; H 0.0847; H 0.4074; H 0.3477; H 0.0670; H 0.1097; H 0.3104; H 0.3632; H 0.0853; H 0.3106; O -0.6863; H 0.4358; H 0.3246; O -0.8750; H 0.2059; N -0.5055; H 0.3147; C -0.9172; O -0.6451; H 0.2778; O -0.8128; H 0.3422; C -0.7795; H 0.4515; H 0.0030; O -0.6499; H 0.3282; H 0.1634; H 0.3843; O -0.7899; H 0.4663; O -0.6722; O -0.7339; H 0.2551; O -0.6344; H 0.3555; H 0.3982; H 0.1843; H 0.3340; H 0.3538; C 0.4900; C -0.1040; N 0.2175; H 0.3646; O -0.6724; H 0.3734; S -0.2282; H 0.6432